Record 1
{
  "formula": "C23H23ClN2O4S",
  "method": "ωB97M-V/def2-TZVPD",
  "homo_lumo_gap_ev": 8.091,
  "homo_energy_ha": -0.28463,
  "e_lumo_ha": 0.0127,
  "charge": 0,
  "species": ["C", "H", "O", "C", "C", "C", "C", "C", "C", "H", "N", "C", "H", "C", "N", "C", "O", "C", "C", "C", "C", "C", "H", "H", "S", "O", "C", "C", "C", "C", "C", "C", "Cl", "H", "H", "H", "H", "O", "H", "H", "C", "C", "H", "H", "H", "H", "H", "H", "H", "H", "H", "H", "H", "H"],
  "positions_angstrom": [[-2.7734, -5.5089, 0.4603], [-3.2308, -6.4147, 0.8556], [-3.5915, -5.1045, -0.6074], [-3.2506, -3.9869, -1.3133], [-4.1086, -3.6506, -2.3607], [-3.8389, -2.5326, -3.1201], [-2.7293, -1.7455, -2.8696], [-1.8620, -2.0684, -1.8243], [-2.1433, -3.1983, -1.0451], [-1.4980, -3.4380, -0.2168], [-0.7616, -1.2929, -1.5221], [-0.5609, -0.0005, -2.1303], [-1.5266, 0.5049, -2.2061], [0.3500, 0.8563, -1.2533], [1.6366, 0.2165, -1.0810], [2.7535, 0.7985, -0.5821], [3.8085, 0.1859, -0.4927], [2.6878, 2.1949, -0.1284], [3.7519, 3.0100, 0.1707], [3.2112, 4.2074, 0.6760], [1.8500, 4.0491, 0.6661], [0.7621, 4.8917, 1.1713], [1.0202, 5.9472, 1.1439], [-0.1734, 4.7104, 0.6463], [0.3241, 4.5420, 2.9968], [-1.1238, 4.7129, 3.0405], [0.5992, 2.7459, 2.8612], [-0.4202, 1.9168, 2.4361], [-0.1892, 0.5589, 2.2915], [1.0665, 0.0426, 2.5711], [2.0866, 0.8652, 3.0208], [1.8417, 2.2195, 3.1779], [3.0751, 3.2727, 3.7684], [3.0616, 0.4630, 3.2440], [1.2607, -1.0125, 2.4510], [-0.9864, -0.0909, 1.9619], [-1.3846, 2.3566, 2.2276], [1.5295, 2.8344, 0.1684], [3.7502, 5.0695, 1.0107], [4.7839, 2.7600, 0.0399], [1.6742, -1.1977, -1.3881], [0.4031, -1.8707, -0.8836], [0.4580, -2.9396, -1.1116], [0.3455, -1.7497, 0.2079], [2.5576, -1.6150, -0.8996], [1.7779, -1.3511, -2.4685], [0.4818, 1.8332, -1.7265], [-0.1294, 1.0077, -0.2785], [-0.1340, -0.0773, -3.1428], [-2.5372, -0.8958, -3.5038], [-4.4981, -2.2705, -3.9344], [-4.9661, -4.2739, -2.5517], [-1.7553, -5.7362, 0.1262], [-2.7356, -4.7512, 1.2504]]
}

Record 2
{
  "formula": "C23H23CoN3O9",
  "method": "ωB97M-V/def2-TZVPD",
  "homo_lumo_gap_ev": [5.626, 5.580],
  "homo_energy_ha": [-0.04452, -0.04286],
  "spin_multiplicity": 2,
  "e_lumo_ha": [0.1622, 0.1622],
  "charge": -2,
  "species": ["Co", "C", "C", "O", "C", "C", "C", "N", "N", "C", "O", "C", "C", "C", "C", "C", "C", "H", "H", "H", "H", "H", "H", "H", "H", "H", "H", "H", "H", "C", "C", "C", "O", "C", "O", "O", "H", "H", "H", "H", "H", "H", "H", "O", "C", "C", "C", "C", "C", "C", "C", "O", "N", "O", "O", "H", "H", "H", "H"],
  "positions_angstrom": [[0.1911, -0.5115, -0.3840], [-0.5163, 2.0989, 3.8558], [-0.9487, 1.5135, 2.5114], [-1.3902, 0.3380, 2.5510], [-0.8872, 2.3799, 1.4183], [-1.3410, 2.1214, 0.0899], [-2.0039, 3.2581, -0.6499], [-1.2176, 0.9696, -0.5149], [-1.9314, 0.8615, -1.7068], [-1.5810, -0.2017, -2.3741], [-0.6560, -1.0244, -2.0513], [-2.3275, -0.4753, -3.6386], [-2.0677, -1.6555, -4.3313], [-2.7447, -1.9460, -5.5067], [-3.6861, -1.0584, -6.0091], [-3.9463, 0.1242, -5.3247], [-3.2744, 0.4136, -4.1489], [-0.0507, 1.3062, 4.4423], [-1.3986, 2.4464, 4.4014], [0.1790, 2.9323, 3.7466], [-0.6517, 3.4141, 1.6481], [-1.9901, 4.1625, -0.0417], [-3.0352, 2.9933, -0.8867], [-1.5035, 3.4369, -1.6041], [-1.3254, -2.3274, -3.9213], [-2.5360, -2.8703, -6.0336], [-4.2155, -1.2855, -6.9278], [-4.6795, 0.8227, -5.7128], [-3.4651, 1.3241, -3.5968], [-1.5530, -4.0503, 1.0757], [-0.6110, -2.8691, 1.3018], [-0.2680, -2.7169, 2.7808], [-1.2672, -1.7048, 0.8189], [0.7136, -3.1367, 0.5171], [1.2595, -4.2291, 0.7075], [1.1498, -2.2208, -0.2510], [-2.4546, -3.9153, 1.6791], [-1.0603, -4.9851, 1.3395], [-1.8432, -4.0832, 0.0242], [-1.1847, -2.6008, 3.3651], [0.3378, -1.8216, 2.9259], [0.2802, -3.5961, 3.1199], [-1.3399, -0.9905, 1.5039], [1.5715, 0.8023, -1.4943], [2.6684, 1.1229, -1.0736], [3.1548, 1.0342, 0.2802], [4.4364, 1.5147, 0.5258], [4.9716, 1.5220, 1.8040], [4.2048, 1.0338, 2.8886], [2.9520, 0.5603, 2.6755], [2.3444, 0.5233, 1.3660], [1.1827, 0.0790, 1.2570], [6.2777, 2.0248, 2.0288], [6.7303, 2.0202, 3.1742], [6.9367, 2.4375, 1.0727], [3.3971, 1.5605, -1.7855], [5.0282, 1.8990, -0.2949], [4.6374, 1.0454, 3.8785], [2.3479, 0.1792, 3.4889]]
}

Record 3
{
  "formula": "C23H23CrN3O7SSi",
  "method": "ωB97M-V/def2-TZVPD",
  "homo_lumo_gap_ev": [5.731, 5.736],
  "homo_energy_ha": [-0.05103, -0.05127],
  "spin_multiplicity": 5,
  "e_lumo_ha": [0.1596, 0.1595],
  "charge": -2,
  "species": ["Cr", "O", "C", "C", "C", "N", "C", "C", "C", "O", "O", "C", "O", "O", "H", "H", "H", "C", "C", "C", "C", "C", "C", "N", "N", "Si", "C", "C", "C", "H", "H", "H", "H", "H", "H", "H", "H", "H", "H", "H", "H", "H", "H", "H", "O", "C", "O", "C", "C", "C", "C", "S", "C", "C", "H", "H", "H", "H", "H"],
  "positions_angstrom": [[-17.0160, -8.0592, 4.0801], [-18.1107, -12.5684, 8.0465], [-17.8657, -11.5419, 7.1627], [-16.9335, -11.6936, 6.1227], [-16.7471, -10.6736, 5.2263], [-17.4296, -9.5651, 5.3551], [-18.1957, -9.3548, 6.3999], [-18.5133, -10.3486, 7.3254], [-18.6596, -7.8855, 6.4705], [-19.3094, -7.5825, 7.4706], [-18.2191, -7.1964, 5.4717], [-15.6304, -10.6183, 4.1755], [-14.8202, -11.5420, 4.0565], [-15.7370, -9.5649, 3.4909], [-17.4616, -13.2787, 7.9491], [-16.2439, -12.5734, 6.0252], [-19.1348, -10.0846, 8.1692], [-18.2820, -9.2974, -0.1008], [-17.6984, -7.9665, 0.1384], [-17.6188, -7.0273, -0.8684], [-17.0434, -5.7819, -0.5485], [-16.6279, -5.4944, 0.7486], [-16.8148, -6.4896, 1.7483], [-17.4024, -7.6762, 1.4211], [-16.4439, -6.3239, 3.0124], [-14.9823, -5.5534, 3.5667], [-13.5825, -6.4845, 2.7302], [-14.8052, -3.7189, 3.1428], [-14.8520, -5.6635, 5.4204], [-17.8762, -10.0704, 0.5401], [-18.1529, -9.5749, -1.1605], [-19.3601, -9.3118, 0.0275], [-17.9408, -7.1795, -1.8741], [-16.8846, -4.9661, -1.2567], [-16.2335, -4.5343, 1.0762], [-13.5608, -6.2149, 1.7052], [-13.7865, -7.5761, 2.9038], [-12.5573, -6.3000, 3.1762], [-14.6774, -3.5717, 2.0872], [-13.9118, -3.2123, 3.6411], [-15.6378, -3.0346, 3.4593], [-14.5256, -6.6575, 5.7519], [-15.7300, -5.3558, 6.0130], [-14.0053, -5.0033, 5.6924], [-13.6600, -2.8807, 11.4057], [-14.7446, -3.7120, 11.4698], [-15.5638, -3.5530, 12.3149], [-14.7850, -4.8244, 10.4823], [-13.6160, -5.4165, 10.0411], [-13.6520, -6.5683, 9.2386], [-14.8448, -7.1255, 8.8200], [-14.9333, -8.5526, 7.8867], [-16.0036, -6.4627, 9.2336], [-16.0032, -5.3847, 10.0874], [-13.0293, -3.1625, 10.7183], [-12.6394, -4.9837, 10.2775], [-12.7090, -7.0323, 8.8923], [-16.9342, -6.8899, 8.8469], [-16.9886, -5.0719, 10.5110]]
}

Record 4
{
  "formula": "C23H23F4N2",
  "method": "ωB97M-V/def2-TZVPD",
  "homo_lumo_gap_ev": 8.776,
  "homo_energy_ha": -0.42740,
  "e_lumo_ha": -0.1049,
  "charge": 1,
  "smiles": "C[n+]1ccn(C(C)(C)C)c1[C@H](/C=C/c1cc(F)cc(F)c1)c1cc(F)cc(F)c1",
  "species": ["C", "N", "C", "C", "N", "C", "C", "C", "C", "C", "C", "C", "C", "C", "C", "C", "F", "C", "C", "F", "C", "C", "C", "C", "F", "C", "C", "F", "C", "H", "H", "H", "H", "H", "H", "H", "H", "H", "H", "H", "H", "H", "H", "H", "H", "H", "H", "H", "H", "H", "H", "H"],
  "positions_angstrom": [[-0.1213, -5.6408, 1.3344], [1.0546, -5.2008, 2.0308], [1.7275, -5.9585, 2.9406], [2.8003, -5.2198, 3.3114], [2.8212, -4.0430, 2.5983], [3.9268, -2.9579, 3.0103], [4.3307, -2.0641, 1.8360], [5.1742, -3.6725, 3.5369], [3.3088, -2.1535, 4.1458], [1.6900, -4.0447, 1.8309], [1.1727, -3.0152, 0.9567], [-0.2359, -2.4330, 1.2029], [-0.6660, -2.0478, 2.4226], [-1.8517, -1.2073, 2.6193], [-2.0905, -0.6361, 3.8866], [-3.2388, 0.0917, 4.1457], [-3.4046, 0.6481, 5.4064], [-4.2268, 0.3028, 3.1817], [-4.0031, -0.2643, 1.9252], [-5.0428, -0.1881, 1.0043], [-2.8126, -0.9237, 1.5998], [1.3094, -3.4076, -0.5740], [0.3703, -3.0516, -1.5813], [0.7030, -3.2950, -2.9258], [-0.1052, -2.7807, -3.9120], [1.8664, -3.9550, -3.3200], [2.7383, -4.3386, -2.3006], [3.9340, -4.9262, -2.6051], [2.4659, -4.0938, -0.9482], [0.1286, -5.7607, 0.2776], [-0.3581, -6.5891, 1.8107], [-0.9005, -4.9032, 1.4872], [1.2684, -6.8616, 3.2815], [3.4945, -5.5454, 4.0648], [3.4854, -1.4536, 1.4833], [5.1296, -1.3872, 2.1780], [4.7261, -2.6539, 0.9954], [5.0038, -4.1754, 4.4983], [5.5947, -4.3955, 2.8349], [5.9811, -2.9451, 3.7470], [3.2229, -2.7601, 5.0561], [3.9318, -1.2929, 4.4158], [2.3089, -1.7716, 3.8804], [1.9221, -2.3207, 1.2772], [-0.7336, -2.1357, 0.2819], [-0.1106, -2.3638, 3.3259], [-1.3311, -0.7830, 4.6418], [-5.1413, 0.8466, 3.4332], [-2.6883, -1.2388, 0.5683], [-0.5990, -2.5633, -1.4027], [2.1386, -4.0891, -4.3634], [3.1998, -4.4071, -0.1970]]
}

Energy relative to the best compared isomer or geometry (same formula, charge and spin) per entry: 177.18 0.00 29.39 0.00 kJ/mol